Entry 1:
{
  "formula": "C14H21F5N3O2",
  "method": "ωB97M-V with the def2-TZVPD basis set",
  "lumo_energy_ha": -0.1207,
  "homo_ev": -10.63,
  "charge": 1,
  "fmax_ev_per_a": 1.130,
  "species": ["C", "H", "H", "H", "C", "N", "C", "H", "H", "H", "H", "H", "F", "H", "F", "H", "C", "H", "H", "C", "H", "O", "H", "F", "C", "N", "C", "C", "H", "C", "C", "H", "H", "C", "F", "H", "O", "H", "H", "N", "C", "C", "H", "F", "C"],
  "positions_angstrom": [[-1.499, 1.481, -5.340], [-3.559, 1.094, -1.165], [-2.747, 0.087, -2.207], [-0.651, 1.896, -4.794], [2.628, -1.774, 5.159], [2.816, -1.343, 6.529], [-1.465, -1.479, -0.667], [-3.582, 4.122, -5.281], [4.576, -1.119, 7.642], [1.052, -2.199, 7.133], [-2.473, -1.534, -1.065], [3.724, 0.386, 7.285], [-0.597, 1.778, -1.572], [1.694, -2.325, 5.062], [2.428, -0.835, 2.205], [-1.140, 0.930, -6.204], [2.471, -1.404, 0.989], [-1.710, 2.911, -7.716], [-2.647, 1.727, -2.384], [1.086, -1.423, 0.392], [-3.321, 3.552, -7.353], [-2.753, 3.267, -3.637], [2.600, -0.906, 4.502], [3.308, -0.665, 0.257], [0.447, -2.642, 0.194], [-2.686, 0.961, -1.683], [0.446, -0.240, 0.067], [4.007, -0.586, 6.880], [4.625, -0.446, 5.996], [-2.935, 3.347, -4.851], [-2.645, 2.717, -7.191], [-1.336, -3.610, -0.525], [3.456, -2.422, 4.860], [-1.461, 1.061, -0.832], [2.991, -2.614, 1.106], [-2.035, 0.796, -4.677], [2.028, -1.282, 8.658], [0.953, 0.701, 0.243], [0.910, -3.584, 0.447], [-2.385, 2.548, -5.768], [1.919, -1.621, 7.499], [-0.833, -0.252, -0.477], [-3.099, 1.811, -7.594], [-1.768, 1.803, 0.228], [-0.833, -2.673, -0.349]],
  "forces_ev_per_angstrom": [[-0.0091, 0.1956, 0.1762], [0.1560, -0.0768, 0.2388], [0.1796, -0.0674, 0.1232], [0.0276, -0.0620, -0.0035], [0.2400, 0.1330, 0.2798], [-0.0831, -0.0827, -0.1220], [-0.2085, 0.0623, -0.1643], [0.0217, 0.0332, 0.0616], [0.0478, 0.0586, 0.0019], [0.0196, -0.0038, -0.0337], [-0.0338, -0.0585, 0.0161], [0.0719, 0.0121, 0.0150], [-0.0146, 0.1572, -0.1916], [-0.0116, 0.0028, 0.0520], [0.0193, -0.0575, 0.1812], [-0.0329, -0.0011, -0.0159], [-0.2111, 0.6801, -0.0291], [-0.0363, 0.0171, -0.0499], [0.0426, 0.6382, -0.4487], [-0.2985, -0.6082, -0.1013], [-0.0013, 0.0119, 0.0449], [-0.0314, -0.7797, 0.4393], [-0.0114, -0.0369, -0.0695], [0.1289, 0.1208, -0.2801], [-0.4604, -0.0554, -0.2548], [-0.6479, 0.2999, -0.3419], [0.2041, 0.4285, 0.0560], [-0.1346, -0.0463, 0.1398], [-0.0299, -0.0279, -0.0322], [-0.0068, 0.1526, -0.2442], [0.1076, -0.1249, 0.0443], [-0.0223, -0.0644, 0.0442], [-0.0622, -0.0171, -0.1365], [1.1046, -0.2373, -0.0011], [0.0891, -0.3964, 0.1134], [0.0419, -0.0956, -0.0798], [0.0526, 0.0367, -0.0258], [0.0299, 0.0308, -0.0502], [0.2472, 0.0711, 0.0571], [-0.0946, 0.0309, 0.0421], [-0.0832, -0.0369, 0.0701], [-0.0534, -0.8125, 0.2264], [-0.0121, 0.0370, -0.0552], [-0.4534, 0.0741, 0.1850], [0.2124, 0.4646, 0.1229]],
  "nbo_charge": [-0.4125, 0.4613, 0.4476, 0.2250, -0.3979, -0.4338, -0.2053, 0.1407, 0.2189, 0.0993, 0.1958, 0.2160, -0.2986, 0.2051, -0.3193, 0.2294, 0.9740, 0.2137, 0.5042, -0.1298, 0.2240, -0.7080, 0.1948, -0.3106, -0.1307, -0.7495, -0.1508, -0.4173, 0.2007, 0.5481, -0.4045, 0.2415, 0.1958, 0.8121, -0.3013, 0.1716, -0.6100, 0.2505, 0.2511, -0.4010, 0.5281, -0.0966, 0.2086, -0.2863, -0.1946]
}

---

Entry 2:
{
  "formula": "C14H21F5O11SV",
  "method": "ωB97M-V with the def2-TZVPD basis set",
  "relative_energy_kcal_mol": 65.5,
  "lumo_energy_ha": [0.1526, 0.1526],
  "homo_ev": [-1.27, -1.27],
  "charge": -2,
  "fmax_ev_per_a": 6.769,
  "spin_multiplicity": 2,
  "species": ["O", "O", "O", "C", "C", "H", "O", "H", "O", "C", "H", "C", "O", "H", "H", "C", "C", "F", "O", "F", "H", "O", "H", "H", "H", "H", "H", "O", "H", "F", "H", "C", "H", "C", "H", "O", "H", "C", "C", "O", "F", "C", "H", "C", "H", "H", "H", "F", "H", "S", "C", "V", "C"],
  "positions_angstrom": [[1.475, -1.823, 0.463], [3.201, 1.515, 2.855], [1.375, 0.824, -3.777], [2.077, -1.614, -0.800], [-1.647, 2.130, -2.302], [1.577, -0.806, -1.333], [-1.377, -0.152, 3.460], [3.116, -1.327, -0.644], [-3.306, -0.446, 5.057], [-2.730, -2.322, -3.067], [-1.370, -2.087, -1.346], [-2.655, -3.966, -1.418], [-0.895, 0.129, 0.547], [-2.115, -2.055, -3.927], [-4.627, -3.229, -3.821], [4.536, 1.946, 2.586], [4.589, 2.056, 1.091], [0.491, -2.153, 3.109], [-1.179, -1.709, 5.269], [-1.691, 2.089, 5.763], [4.977, 1.161, 0.604], [1.342, 0.903, 1.716], [3.046, 1.414, -0.326], [-1.203, 0.358, -3.540], [-2.616, 2.552, -2.568], [-3.342, -1.517, -2.659], [-0.634, 3.667, -1.107], [-2.492, -4.547, -0.323], [-1.220, 2.024, -4.385], [-2.220, -2.101, 1.370], [-0.716, 4.163, -2.637], [0.478, 1.550, -3.294], [4.651, 2.955, 2.982], [-3.643, -3.477, -3.423], [5.259, 2.837, 0.733], [-3.696, -4.159, -2.166], [-3.252, -4.069, -4.251], [-1.041, 0.999, 5.927], [-1.754, -2.858, -2.014], [0.650, 2.758, -2.522], [0.247, 1.126, 5.557], [2.438, 1.445, 1.722], [2.079, -2.569, -1.326], [-1.010, 1.430, -3.496], [5.174, 1.169, 3.006], [-0.941, -3.377, -2.522], [-1.560, 1.539, -1.390], [-0.966, 0.596, 7.256], [2.888, 3.125, 0.387], [-1.843, -0.474, 4.840], [3.187, 2.085, 0.521], [-0.472, -0.925, 1.664], [-0.638, 3.217, -2.100]],
  "forces_ev_per_angstrom": [[-0.8840, 0.6625, -0.0751], [-0.5050, -0.1147, -0.1022], [-2.9561, 3.3129, 2.0890], [-1.3845, -0.1701, 2.5727], [0.8295, 0.2037, -0.4631], [-0.0719, 0.0959, -0.7331], [-0.8031, 1.2545, 0.7168], [0.7129, 0.2431, -0.2040], [2.0860, 1.0151, -0.1844], [0.7210, 0.5543, -0.8086], [-0.1298, -0.4970, 0.4247], [3.2923, -0.1040, 5.9135], [0.2529, -0.2194, 0.4420], [-0.4652, 0.7140, -0.2140], [-0.2968, 0.2792, 0.8352], [-1.1845, 0.0519, -0.3065], [1.5252, -0.9468, -2.2502], [-0.7713, 1.5813, -1.7798], [-1.0348, 2.1080, 0.7020], [-0.7310, 2.0138, 0.4346], [0.5612, -0.3147, 0.5525], [2.6620, 1.6247, 0.2319], [-0.1276, 0.5155, -0.1307], [-0.4515, 0.2061, -0.5401], [-0.1277, -0.3386, 0.5236], [0.2869, 0.2663, -0.1518], [0.5203, -0.9821, 0.6038], [-0.6859, 1.2949, -4.0131], [-0.1838, -0.4825, -0.4051], [2.2260, 1.3822, 0.2068], [-0.9221, -0.0693, -0.9730], [2.3589, -0.2610, -0.5907], [0.3211, -0.2052, 0.6501], [0.6661, 0.3882, 0.2082], [-0.1787, 0.3072, 0.1304], [-2.8582, -1.5749, -1.9719], [0.5811, -0.6625, 0.3676], [1.1122, -4.7500, -0.5295], [-1.3563, -0.9544, -0.5327], [0.8068, -2.8312, -0.7335], [-0.4913, 0.5643, -0.0227], [-2.4292, -1.1149, -0.1774], [-0.0110, -0.0944, -0.8221], [0.2866, -0.8551, 0.6334], [0.3173, 0.4912, 0.0849], [0.2863, 0.1072, 0.1187], [-0.7666, -0.4199, -0.0636], [-0.7022, 0.9930, -1.0789], [-0.6065, -0.2408, -0.3218], [0.5380, -2.9440, -0.4409], [-0.3676, -0.1391, 1.8983], [-0.1754, -3.3313, 0.1914], [0.7092, 2.3869, 0.0885]],
  "nbo_charge": [-0.9024, -0.4854, -0.5661, -0.2283, -0.4531, 0.1253, -0.9923, 0.1017, -0.9652, -0.4388, 0.2972, 0.7736, -0.6574, 0.2007, 0.1793, -0.0687, -0.4446, -0.7469, -0.9255, -0.3083, 0.2162, -0.5304, 0.2676, 0.2516, 0.2114, 0.2155, 0.1988, -0.5374, 0.2186, -0.7332, 0.1527, 0.8110, 0.1645, -0.0662, 0.1971, -0.4900, 0.1569, 0.7451, -0.5105, -0.5184, -0.3284, 0.8087, 0.1242, -0.5296, 0.1987, 0.2148, 0.2841, -0.3590, 0.2180, 2.2828, -0.5154, 1.7536, -0.0684]
}